Below is a cluster of 8 separate species, C27H55NO14S2 in total, with properties calculated with ωB97M-V with the def2-TZVPD basis set.

Geometry (Å):
O1 9.71437 -2.98565 -3.90321
S1 10.85448 -2.30392 -3.38500
O2 10.68935 -1.07839 -2.62905
O3 11.76179 -3.37961 -2.51422
C1 13.11911 -3.29226 -2.87332
C2 13.28500 -2.09581 -3.81052
O4 12.01722 -2.07353 -4.51029
H1 13.75152 -3.06666 -2.00722
H2 13.45942 -4.25923 -3.24411
H3 14.01565 -2.17804 -4.60894
H4 13.38987 -1.15501 -3.26920
O5 14.94157 3.75845 0.50776
S2 15.31717 4.36594 -0.73090
O6 14.36020 5.15330 -1.45746
O7 16.72063 5.14639 -0.44838
C3 17.58412 5.04307 -1.56098
C4 17.21357 3.75044 -2.31705
O8 16.01993 3.24386 -1.69661
H5 17.46205 5.89077 -2.23609
H6 18.57165 4.95209 -1.11077
H7 17.91989 2.91917 -2.28293
H8 17.03006 3.88485 -3.38555
C5 10.96609 4.47117 0.10457
N1 10.34314 3.63296 -0.90087
C6 9.26249 2.87348 -0.63045
C7 8.63330 2.03617 -1.73713
O9 8.67318 2.98138 0.44600
H9 11.23339 3.88846 0.98218
H10 10.34254 5.29144 0.45236
H11 11.77395 4.96320 -0.44038
H12 10.73769 3.44944 -1.81324
H13 9.22701 1.11994 -1.79594
H14 8.68307 2.53008 -2.70804
H15 7.58769 1.83181 -1.53673
C8 13.04345 2.28605 -4.62646
C9 12.00270 1.35525 -5.21235
C10 10.65059 2.03879 -4.87149
O10 10.94785 3.00481 -3.85040
C11 12.32538 3.01019 -3.47181
H16 13.24306 3.10140 -5.32982
H17 13.98894 1.84155 -4.32150
H18 12.01914 0.39408 -4.69985
H19 12.06789 1.23958 -6.29171
H20 9.90895 1.34517 -4.48585
H21 10.41020 2.65321 -5.74215
H22 12.43957 2.41330 -2.56120
H23 12.70944 4.02623 -3.42344
C12 11.09434 7.57004 -3.53190
C13 10.15521 6.37152 -3.25921
C14 9.52615 6.10992 -4.63951
O11 10.06558 7.03115 -5.56307
C15 10.57807 8.13732 -4.85237
H24 12.06862 7.12353 -3.74465
H25 11.15807 8.27755 -2.70861
H26 9.32278 6.57327 -2.58462
H27 10.72771 5.52214 -2.90109
H28 8.43955 6.24124 -4.61164
H29 9.68622 5.04976 -4.84918
H30 9.78528 8.87040 -4.63749
H31 11.32726 8.70950 -5.39767
C16 12.02718 8.03382 0.86966
C17 13.32524 7.29974 1.32198
C18 12.75075 6.24508 2.30823
O12 11.33691 6.39214 2.31266
C19 11.03712 7.74746 1.97854
H32 11.61519 7.53882 -0.01291
H33 12.16030 9.09421 0.65917
H34 13.91824 8.11645 1.75066
H35 14.00549 7.00368 0.52507
H36 13.17080 6.38090 3.30643
H37 12.95439 5.23032 1.97269
H38 11.04622 8.46564 2.80383
H39 10.01701 7.66024 1.59927
C20 8.84914 1.64084 4.46374
C21 7.84316 0.52938 4.22223
C22 6.62787 1.17566 4.86894
O13 6.67112 2.47203 4.27578
C23 8.05275 2.90439 4.06973
H40 9.76086 1.55387 3.86432
H41 9.21663 1.77768 5.48249
H42 8.23549 -0.35290 4.73791
H43 7.69346 0.31087 3.16955
H44 6.54666 1.19575 5.95823
H45 5.71542 0.71028 4.48121
H46 8.06982 3.73651 4.77650
H47 8.23696 3.17108 3.03177
C24 3.81648 3.44111 1.01850
C25 5.14668 2.69212 0.80276
C26 4.59477 1.35750 0.26692
O14 3.35002 1.13262 0.88173
C27 2.71144 2.38121 1.18560
H48 3.59841 3.97642 0.09150
H49 3.87531 4.08424 1.89396
H50 5.65548 2.67524 1.76885
H51 5.78518 3.28004 0.14799
H52 5.23976 0.48785 0.35629
H53 4.44320 1.56007 -0.80432
H54 2.37235 2.30230 2.21962
H55 1.84142 2.56525 0.55365

Values from the calculation:
**E_tot**: -80711.2627 eV
**E_LUMO**: -0.071 eV
**E_HOMO**: -8.74 eV
**Spin multiplicity**: 1
**Orbital gap**: 8.67 eV
**SMILES**: O=S1(=O)OCCO1.O=S1(=O)OCCO1.CNC(C)=O.C1CCOC1.C1CCOC1.C1CCOC1.C1CCOC1.C1CCOC1

Atom charges from the Löwdin analysis, given in e for atoms 1 to 8:
1 O -0.208
2 S 0.684
3 O -0.246
4 O -0.179
5 C -0.194
6 C -0.155
7 O -0.225
8 H 0.132